(1)
ORCA calculation (ωB97M-V/def2-TZVPD) on a molecular structure, C4H2LiO2.

Computed properties:
LUMO energy (alpha / beta) ... -5.60 / -5.64 eV
Energy relative to the best compared isomer or geometry (same formula, charge and spin) ... 5.633 eV
HOMO (alpha / beta) ... -0.479 / -0.467 Eh
Energy ... -311.12744 hartree
Net charge ... +1
Gap between HOMO and LUMO (alpha / beta) ... 0.2730 / 0.2598 hartree

XYZ file:
```
9
C4H2LiO2, DFT ωB97M-V/def2-TZVPD
O 2.5314 0.6148 0.0798
H -0.3729 -0.1119 1.5945
O -2.2911 1.1917 -1.3012
C -0.6208 -0.7440 -0.4685
C -1.5815 0.4736 -0.7698
C 3.1418 1.3918 0.6307
Li 1.3755 -0.5936 -1.1941
C -1.0276 -0.4731 0.7966
H -1.1548 -1.7492 0.6320
```

Löwdin population analysis, charges in e, atoms 1 to 5: -0.033, 0.101, 0.269, -0.175, -0.152

=====

(2)
ORCA calculation (ωB97M-V/def2-TZVPD) on a molecular structure, C22H33N4O6PSn.

Computed properties:
LUMO energy (alpha / beta) ... -2.61 / -2.61 eV
Energy relative to the best compared isomer or geometry (same formula, charge and spin) ... 6.145 eV
HOMO (alpha / beta) ... -0.181 / -0.182 Eh
Energy ... -2083.66083 hartree
Gap between HOMO and LUMO (alpha / beta) ... 0.0854 / 0.0861 hartree

XYZ file:
```
67
C22H33N4O6PSn, DFT ωB97M-V/def2-TZVPD
H -2.1078 -3.8990 -1.9681
C -0.3526 2.9139 -0.5560
C -0.3892 -2.1396 2.0928
C 1.6699 -3.0668 -2.7602
C 1.5694 -4.0202 1.4696
H 1.4153 1.7856 -2.6910
H 1.9854 2.8302 1.4119
O 1.3823 2.4594 -1.9724
H 1.4209 0.2154 -5.6436
H -3.0298 3.9730 0.4924
C 0.7751 -1.7059 1.4296
H 1.3992 4.6157 2.9906
C 0.4932 1.4281 2.1270
H -1.4725 -3.7887 2.9510
H -1.0873 0.3615 3.1756
O -2.3156 -1.9830 0.0372
H 2.3292 -4.7514 1.2278
H -0.5504 -4.6985 -2.0786
C -0.5667 -3.4799 2.4432
C 2.6168 0.0675 1.9822
C -0.1641 3.4947 3.9444
Sn -0.4987 0.1734 -1.0860
C 0.0527 4.3861 -0.4169
C 1.1835 2.6576 2.1175
N -1.8193 1.1527 0.0682
H 2.6534 -2.4166 0.5830
H 0.2750 -5.4551 2.4169
O -2.9488 0.6545 0.7417
H 1.3120 -4.0739 -2.9545
C -0.4879 -2.6161 -1.4025
C -1.8043 0.2152 -2.6139
H -0.8141 5.0454 -0.4207
C 0.8569 3.6795 3.0158
H 2.4243 -0.1467 3.0560
H 0.6058 4.5432 0.5084
C -1.1328 -3.9947 -1.4897
O 2.3483 -0.4851 -1.8386
N 0.2391 2.0305 -1.2702
O 1.7492 1.1311 -5.2585
N 0.9987 -0.8539 -1.7390
H -2.1934 0.2243 -3.6323
H -2.9507 2.8695 1.8583
H -1.6464 2.1397 4.7028
H -1.6946 4.0574 1.6486
H 2.6309 -3.1286 -2.2520
C -2.3515 3.3798 1.1049
C 0.6889 -2.2276 -1.9506
H 3.1605 1.0267 1.8962
C 1.7496 -2.6795 1.1124
C -0.5311 1.2631 3.0824
C 0.4143 -4.4177 2.1400
P 1.0365 0.0679 1.0121
O -0.3335 -2.0829 -5.6721
H -1.2710 -4.4131 -0.4935
N -1.1624 -1.5956 -0.6606
C -1.5601 2.3990 0.2321
H -1.0747 -1.6985 -5.1566
H 0.6885 4.7170 -1.2378
H -0.4163 4.2848 4.6399
H -2.6304 -0.2568 -2.0852
H 3.3446 -0.6697 1.6031
H 1.8189 -2.5847 -3.7278
C -0.8573 2.2875 3.9766
H -2.9752 -0.2614 0.4228
H -1.9112 1.2790 -2.4211
H -1.1851 -1.4694 2.3321
H 1.0014 1.2508 -4.5953
```

Löwdin population analysis, charges in e, atoms 1 to 5: 0.094, -0.194, -0.099, 0.003, -0.059

=====

(3)
ORCA calculation (ωB97M-V/def2-TZVPD) on 2 unconnected molecules or ions with the total composition C8H9ClN4.

Computed properties:
LUMO energy ... 0.75 eV
Energy relative to the best compared isomer or geometry (same formula, charge and spin) ... 3.616 eV
HOMO ... -0.314 Eh
Energy ... -989.31625 hartree
Gap between HOMO and LUMO ... 0.3416 hartree

XYZ file:
```
22
C8H9ClN4, DFT ωB97M-V/def2-TZVPD
C -0.5223 0.9429 0.4151
C -0.8989 1.1198 -1.9346
N -0.2892 -2.3921 0.9573
C -1.8250 1.3257 0.5906
Cl -0.1650 2.4370 3.0335
H 2.3428 -3.0074 0.7317
N -1.2533 -2.5701 0.4028
H 2.5514 -1.8477 2.1788
C -2.6598 1.6776 -0.4595
C 1.9760 -2.5203 1.6526
C -0.0516 0.8190 -0.9127
H -0.6850 0.9344 -2.9215
H 1.5607 0.6848 3.0280
H -2.0555 1.4271 1.6101
H -2.9007 1.7457 -2.6283
N 0.4359 0.5249 1.3948
C -2.2180 1.5601 -1.7340
H 1.8219 -3.3197 2.3497
C 0.7276 1.1440 2.4185
N 0.6428 -1.9983 1.5657
H -3.7328 1.7157 -0.2679
H 0.9676 0.7405 -1.2400
```

Löwdin population analysis, charges in e, atoms 1 to 5: -0.281, -0.095, -0.248, -0.072, 0.704